No. 1
The following is a quantum chemistry calculation of a molecular structure, C24H22N3O7PdTe, from OMol25.

Values from the calculation:
Kohn-Sham gap (spin up / spin down) in hartree: 0.261 / 0.253
Net charge: -1
Relative energy (zero: lowest compared OMol25 entry of this formula, charge and spin) in eV: 0.0000
2S+1: 3
Energy in Ha: -2014.4616

XYZ file:
```
58
C24H22N3O7PdTe, DFT ωB97M-V/def2-TZVPD
Pd -0.419 -0.128 0.142
O 2.131 -3.099 -1.061
C 1.159 -2.683 -0.456
O 1.165 -1.580 0.241
C -0.091 -3.533 -0.369
C 0.078 -4.886 -0.236
C -1.030 -5.723 -0.071
C -2.310 -5.214 -0.016
C -2.485 -3.851 -0.146
C -1.406 -2.946 -0.414
O -1.592 -1.731 -0.725
N -3.849 -3.355 0.011
O -4.018 -2.189 0.316
O -4.765 -4.144 -0.172
N -0.836 -7.153 0.077
O -1.823 -7.865 0.181
O 0.307 -7.581 0.057
H 1.074 -5.302 -0.263
H -3.160 -5.858 0.143
C 1.580 -0.643 3.165
Te -0.401 -1.173 2.598
C -0.883 0.210 4.166
C 0.257 0.075 5.141
C 0.124 0.342 6.496
C 1.206 0.191 7.351
C 2.429 -0.230 6.852
C 2.569 -0.501 5.498
C 1.490 -0.352 4.637
H 1.839 0.243 2.585
H 2.262 -1.446 2.902
H -1.851 -0.006 4.612
H -0.911 1.204 3.716
H -0.835 0.662 6.885
H 1.091 0.391 8.409
H 3.273 -0.358 7.518
H 3.519 -0.842 5.106
C -3.062 1.673 1.645
N -3.309 2.508 0.486
C -4.593 2.164 -0.102
C -2.252 2.368 -0.515
C -0.888 2.804 -0.028
C -0.625 4.171 0.063
C 0.598 4.631 0.519
C 1.575 3.714 0.886
C 1.314 2.354 0.800
C 0.087 1.864 0.342
H -3.879 1.794 2.358
H -2.130 1.970 2.126
H -2.995 0.600 1.378
H -5.388 2.324 0.627
H -4.636 1.114 -0.430
H -4.786 2.802 -0.966
H -2.544 2.976 -1.376
H -2.202 1.318 -0.878
H -1.399 4.876 -0.223
H 0.790 5.695 0.582
H 2.542 4.061 1.233
H 2.103 1.658 1.068
```



No. 2
The following is a quantum chemistry calculation of a molecular structure, C11H24CuN6O4, from OMol25.

Values from the calculation:
Kohn-Sham gap (spin up / spin down) in hartree: 0.348 / 0.289
Net charge: +2
Relative energy (zero: lowest compared OMol25 entry of this formula, charge and spin) in eV: 0.0000
2S+1: 2
Energy in Ha: -2703.0012

XYZ file:
```
46
C11H24CuN6O4, DFT ωB97M-V/def2-TZVPD
Cu -0.244 -0.694 0.347
O 1.047 4.725 1.618
C 1.927 4.262 0.743
O 2.789 4.933 0.254
C 1.794 2.826 0.321
C 2.611 2.267 -0.643
N 2.198 1.008 -0.840
N 1.165 0.698 -0.044
C 0.914 1.795 0.672
C -0.257 1.711 1.605
O -0.700 2.727 2.124
O -0.774 0.540 1.706
H 0.411 4.036 1.916
H 3.440 2.702 -1.178
H 2.588 0.326 -1.470
N -3.721 3.637 -0.146
C -3.595 2.367 -0.959
C -2.403 1.588 -0.411
N -2.139 0.281 -1.016
H -4.518 4.203 -0.445
H -2.880 4.217 -0.224
H -3.840 3.428 0.850
H -3.477 2.663 -2.000
H -4.534 1.827 -0.848
H -2.539 1.440 0.661
H -1.507 2.200 -0.538
H -1.866 0.374 -1.989
H -2.971 -0.301 -0.995
C 2.269 -2.831 0.976
C 1.385 -3.400 -0.126
C 1.049 -4.866 0.125
C 2.030 -3.216 -1.493
N 0.105 -2.602 -0.193
N -0.697 -2.569 1.004
H 3.231 -3.340 0.955
H 1.864 -2.994 1.978
H 2.450 -1.764 0.837
H 1.968 -5.451 0.137
H 0.411 -5.271 -0.663
H 0.561 -5.018 1.089
H 2.971 -3.762 -1.530
H 2.240 -2.163 -1.690
H 1.395 -3.600 -2.293
H -0.468 -2.963 -0.951
H -0.147 -2.834 1.816
H -1.535 -3.139 0.952
```



No. 3
The following is a quantum chemistry calculation of 2 unconnected molecules or ions with the total composition C3H9N2O at a distorted geometry, from OMol25.

Values from the calculation:
Kohn-Sham gap in hartree: 0.260
Net charge: -1
Relative energy (zero: lowest compared OMol25 entry of this formula, charge and spin) in eV: 1.3816
Energy in Ha: -304.4152

XYZ file:
```
15
C3H9N2O, DFT ωB97M-V/def2-TZVPD
C 1.587 0.799 -0.906
C -0.455 1.450 -1.760
N 0.683 1.847 -1.381
H 2.566 1.257 -0.737
H 1.701 -0.005 -1.636
H 1.191 0.375 0.014
H -1.187 2.222 -2.006
H -0.723 0.393 -1.792
N -0.490 -0.918 2.307
C -1.119 -1.437 1.069
O -0.631 -0.947 -0.086
H 0.429 -1.336 2.400
H -0.352 0.083 2.207
H -0.988 -2.544 1.139
H -2.211 -1.238 1.169
```



No. 4
The following is a quantum chemistry calculation of a molecular structure, C33H44N5O10P2S3Tl at a distorted geometry, from OMol25.

Values from the calculation:
Kohn-Sham gap in hartree: 0.292
Net charge: 0
Relative energy (zero: lowest compared OMol25 entry of this formula, charge and spin) in eV: 3.0155
Energy in Ha: -4359.9614

XYZ file:
```
98
C33H44N5O10P2S3Tl, DFT ωB97M-V/def2-TZVPD
Tl 1.085 1.061 1.772
N -2.745 -0.837 5.222
C -2.395 0.421 4.529
C -3.221 1.628 4.980
P -0.606 0.807 4.908
O 0.166 -0.450 4.153
O -0.433 0.614 6.368
O -0.256 2.053 4.173
P -2.580 0.106 2.741
O -4.166 0.275 2.508
O -2.318 -1.453 2.612
O -1.818 0.918 1.769
H -2.219 -0.872 6.092
H -2.399 -1.820 3.523
H -3.731 -0.842 5.459
H -3.042 1.800 6.043
H -4.287 1.464 4.813
H -2.911 2.522 4.437
H 0.533 -0.981 4.874
H -4.353 0.593 1.615
O 3.628 0.978 0.271
S 3.992 -0.029 -0.769
C 3.320 -1.616 -0.202
C 4.066 -2.078 1.061
C 3.153 -2.424 2.244
C 2.110 -3.506 1.920
S 0.418 -2.802 1.947
O 0.428 -1.726 0.909
C -0.355 -4.235 1.188
C -0.555 -4.242 -0.181
C -1.147 -5.353 -0.769
C -1.534 -6.434 0.013
C -1.336 -6.409 1.389
C -0.750 -5.302 1.983
C 2.857 0.204 -2.171
C 3.141 -0.543 -3.238
C 2.500 -0.635 -4.545
C 1.616 0.195 -5.100
C 1.056 1.447 -4.581
C 1.861 1.300 -1.979
H 3.434 -2.309 -1.036
H 2.260 -1.438 -0.022
H 4.745 -1.287 1.393
H 4.685 -2.946 0.825
H 2.649 -1.512 2.581
H 3.783 -2.754 3.071
H 2.094 -4.308 2.660
H 2.265 -3.944 0.932
H -0.265 -3.375 -0.764
H -1.313 -5.367 -1.839
H -2.001 -7.295 -0.448
H -1.648 -7.248 1.999
H -0.599 -5.265 3.058
H 3.984 -1.224 -3.118
H 2.803 -1.494 -5.133
H 1.243 -0.074 -6.084
H 0.098 1.703 -5.019
H 2.381 2.091 -1.421
N 0.251 3.729 2.376
N 1.038 4.827 2.766
C 2.335 4.642 3.104
N 2.885 5.703 3.764
S 3.215 3.266 2.809
H -0.583 4.079 1.924
H 0.004 3.149 3.184
H 0.561 5.576 3.246
H 2.484 6.623 3.676
H 3.881 5.651 3.881
C -2.573 1.474 -5.220
O -2.123 1.360 -3.887
C -2.257 0.157 -3.268
C -2.681 -0.992 -3.922
C -2.866 -2.178 -3.219
C -2.618 -2.215 -1.860
C -2.152 -1.074 -1.216
C -1.961 0.122 -1.896
N -1.600 1.284 -1.158
C -0.306 1.883 -1.309
C 0.033 2.617 -2.584
C -0.456 3.766 -3.049
C 0.228 4.465 -4.129
C 1.373 4.009 -4.659
C 1.912 2.686 -4.305
C 1.204 1.959 -3.177
O 0.733 0.882 -1.189
H -2.453 2.521 -5.490
H -3.625 1.192 -5.311
H -1.979 0.862 -5.906
H -2.891 -0.968 -4.983
H -3.206 -3.062 -3.743
H -2.775 -3.125 -1.297
H -1.919 -1.105 -0.156
H -1.714 1.084 -0.167
H -0.215 2.584 -0.470
H -1.319 4.223 -2.577
H -0.156 5.431 -4.434
H 1.937 4.623 -5.351
H 2.980 2.535 -4.414
```



Question: Which of these has the highest relative energy (zero: lowest compared OMol25 entry of this formula, charge and spin)?
Answer: C33H44N5O10P2S3Tl